[1]
C4H3FN2O | ωB97M-V with the def2-TZVPD basis set

Structure (XYZ):
```
11
C4H3FN2O, DFT ωB97M-V with the def2-TZVPD basis set
N -0.1123 -1.9717 2.2539
C 0.2695 -1.3002 1.4174
C 0.6827 -0.6428 0.2033
C -0.3168 0.5771 -0.3680
O -1.6657 0.1804 -0.6719
F -0.4952 1.4674 0.6914
C 0.3465 1.2558 -1.4210
N 1.0262 1.8822 -2.0642
H 0.8701 -1.3765 -0.6284
H 1.6153 -0.1260 0.4641
H -2.2202 0.0543 0.1234
```

E_HOMO, eV: -12.0
Frontier orbital gap, Ha: 0.4558
Multiplicity: 1
Energy above the lowest of the compared OMol25 structures with the same formula, charge and spin, kJ/mol: 209.9
E_tot, Ha: -438.7877
SMILES: N#CC[C@@](O)(F)C#N

[2]
C24H57N3O2 | ωB97M-V with the def2-TZVPD basis set

Structure (XYZ):
```
86
C24H57N3O2, DFT ωB97M-V with the def2-TZVPD basis set
C 20.0605 17.5813 16.9196
C 20.0073 16.9843 15.5271
N 18.7236 16.4001 15.2067
C 18.6330 16.0672 13.7979
C 17.2168 15.8366 13.3005
C 18.2880 15.3523 16.1101
C 19.2558 14.1728 16.2895
H 19.9570 16.8227 17.6909
H 19.2381 18.2965 17.0024
H 20.9791 18.1506 17.0556
H 20.2234 17.7556 14.7803
H 20.8105 16.2438 15.3364
H 19.0742 16.8988 13.2414
H 19.2795 15.1988 13.5630
H 17.1346 15.7774 12.2160
H 16.7860 14.9152 13.7002
H 16.5642 16.6492 13.6329
H 17.3092 15.0018 15.7757
H 18.0620 15.7809 17.0925
H 19.4962 13.6970 15.3406
H 18.8357 13.4273 16.9676
H 20.1672 14.5110 16.7892
C 17.8147 19.8921 13.8351
C 16.9635 21.0792 14.2311
N 16.3955 21.8167 13.1126
C 15.6051 20.9948 12.2211
C 15.1671 21.7415 10.9669
C 15.6835 23.0194 13.5807
C 16.0923 24.2759 12.8178
H 18.2571 19.3891 14.7019
H 18.6720 20.1519 13.2106
H 17.2079 19.1133 13.3712
H 16.1915 20.7547 14.9548
H 17.5906 21.7876 14.7842
H 16.2307 20.1640 11.8960
H 14.7098 20.5714 12.7185
H 14.4379 22.5213 11.1855
H 16.0291 22.2207 10.4908
H 14.7685 21.0891 10.1891
H 15.8339 23.1842 14.6477
H 14.6066 22.8284 13.4448
H 17.1790 24.3485 12.8261
H 15.6515 25.1689 13.2756
H 15.7022 24.2970 11.8007
C 7.3112 25.4899 10.4855
C 8.7687 25.1250 10.2162
N 9.5987 25.1001 11.3945
C 9.5053 26.2340 12.2971
C 9.9644 27.5769 11.7266
C 10.9607 24.6689 11.1037
C 11.6960 24.1856 12.3341
H 6.7385 25.4459 9.5611
H 7.2221 26.5008 10.8828
H 6.8944 24.7958 11.2164
H 8.7964 24.1225 9.7746
H 9.1714 25.7821 9.4172
H 8.4694 26.3455 12.6187
H 10.0700 25.9887 13.1969
H 9.4724 27.7750 10.7691
H 9.6659 28.3899 12.3908
H 11.0383 27.6287 11.5456
H 11.5209 25.4817 10.6096
H 10.8785 23.8386 10.4012
H 12.5523 23.5856 12.0172
H 11.0249 23.5180 12.8767
H 12.0582 24.9866 12.9736
C 17.7556 27.7339 12.9184
C 16.7968 28.3370 11.9242
C 15.3021 28.2210 12.1731
O 17.1978 28.8783 10.9225
H 18.2052 26.8697 12.4163
H 17.2612 27.3041 13.7909
H 18.5438 28.4042 13.2454
H 14.9973 27.3311 11.6088
H 14.8458 29.0786 11.6890
H 15.0622 28.0591 13.2192
C 20.0665 22.6430 12.9956
C 20.6786 23.8843 13.5608
C 22.1923 23.9193 13.6584
O 20.0101 24.8725 13.7836
H 20.2490 22.6244 11.9137
H 18.9767 22.6517 13.0745
H 20.4767 21.7237 13.4114
H 22.4975 24.1723 14.6734
H 22.5446 24.7098 12.9972
H 22.6277 22.9652 13.3708
```

E_HOMO, eV: -8.1
Frontier orbital gap, Ha: 0.3220
Multiplicity: 1
Energy above the lowest of the compared OMol25 structures with the same formula, charge and spin, kJ/mol: 0.0
E_tot, Ha: -1263.3225
SMILES: CCN(CC)CC.CCN(CC)CC.CCN(CC)CC.CC(C)=O.CC(C)=O

[3]
C5H19NO5S | ωB97M-V with the def2-TZVPD basis set

Structure (XYZ):
```
31
C5H19NO5S, DFT ωB97M-V with the def2-TZVPD basis set
C 0.2507 1.5402 1.8802
N -0.1314 0.9037 0.6211
C -0.0411 -0.5725 0.6535
C -1.1951 -1.2215 1.4338
S -0.8144 -1.7509 3.1590
C -0.0171 -1.0307 -0.8149
O 0.7485 -0.1900 -1.6315
C 1.7611 1.5763 2.1228
H -0.2301 0.9965 2.6968
H -0.1513 2.5614 1.8857
H 0.4907 1.2074 -0.1281
H 0.9146 -0.8667 1.0992
H -2.0265 -0.5146 1.4605
H -1.5478 -2.0994 0.8811
H -1.0544 -1.0687 -1.1866
H 0.3968 -2.0512 -0.8269
H 1.9863 2.0470 3.0828
H 2.1652 0.5640 2.1250
H 2.2567 2.1236 1.3156
H -0.2117 0.9826 -2.3508
H -1.5558 1.6721 -2.0755
O -0.8961 1.5875 -2.7674
H 3.5153 -0.9400 -1.8558
H 2.2743 -0.2304 -1.2834
O 3.2926 -0.3125 -1.1724
H -3.0122 0.7401 -0.4861
H -1.7801 1.4328 0.0769
O -2.6288 1.6221 -0.4152
H 0.6053 -0.7427 -3.2242
H -0.2443 -0.2073 -4.3349
O 0.4038 -0.8995 -4.1952
```

E_HOMO, eV: -0.2
Frontier orbital gap, Ha: 0.2195
Charge: -2
Multiplicity: 1
Energy above the lowest of the compared OMol25 structures with the same formula, charge and spin, kJ/mol: 0.0
E_tot, Ha: -1031.0763